The following is a quantum chemistry calculation of a 2-piece molecular cluster, C2H7S2 overall in a non-equilibrium geometry, from the OMol25 dataset.

```
11
Properties=species:S:1:pos:R:3:mulliken_charge:R:1
H -0.076 -0.733 0.167 0.011
H 0.691 0.115 1.376 0.334
S -1.545 1.019 -0.431 -0.678
H 0.791 -1.675 1.207 0.323
H -2.119 -1.024 0.825 0.215
H -3.118 0.532 1.228 0.206
C 0.809 -0.687 0.657 -0.601
C -2.093 0.086 1.012 -0.820
H 1.452 -0.310 -1.508 0.122
S 2.275 -0.621 -0.526 -0.312
H -1.602 0.337 2.002 0.200
```

Output
LUMO energy, eV: 3.4
Kohn-Sham gap, Eh: 0.2095
Energy, a.u.: -876.7598
Maximum force, eV/Å: 4.047
Charge: -1


The following is a quantum chemistry calculation of C35H20ClIN6O9SSeTi as an isolated structure in a non-equilibrium geometry, from the OMol25 dataset.

```
75
Properties=species:S:1:pos:R:3:mulliken_charge:R:1
H 2.401 -5.791 -1.220 0.298
N 0.698 0.230 -3.160 0.212
C -2.845 1.880 2.174 -1.450
H -2.992 -4.977 0.823 0.351
C 1.130 3.376 4.650 0.872
O 0.267 1.732 -0.836 0.683
C 1.423 -2.584 0.516 0.200
O -2.238 0.313 -1.816 -0.711
C 0.850 1.572 -3.198 0.046
Cl 1.802 4.516 -5.819 -0.299
C 0.825 -0.462 -4.258 -0.230
H -4.328 -0.485 -0.751 0.516
H 1.470 5.399 -3.171 0.416
N 1.980 1.236 1.677 1.203
H 1.195 -0.501 -6.389 0.393
C 1.119 0.120 -5.506 -1.124
H -5.957 -1.915 0.473 0.273
C 0.414 -2.265 1.604 0.257
H 3.837 0.633 1.040 0.355
O 0.363 -1.001 1.829 -0.191
O 2.917 -5.089 -1.630 -0.569
C 1.303 1.468 -5.569 -0.927
C -2.390 -3.215 -0.223 -0.260
C -0.116 1.968 2.509 -0.564
N -0.651 1.280 1.445 0.955
C 1.272 1.955 2.630 -0.007
S -1.645 -0.978 -1.609 1.648
C 2.588 -3.908 -1.061 1.092
H 1.215 -4.695 0.443 0.421
Ti 0.785 0.296 0.170 -1.122
C -1.968 1.250 1.302 -0.269
H 1.542 1.955 -6.504 0.412
C 3.227 -0.183 -1.488 0.351
H -5.821 -5.314 0.834 0.317
C -2.323 2.591 3.246 -0.423
C -4.956 -2.284 0.273 -0.902
H 0.692 -1.538 -4.168 0.458
H -2.347 0.733 0.436 0.443
H 3.826 3.136 4.521 0.526
C 1.699 -3.825 0.010 -0.615
C 4.017 1.857 2.772 -1.353
O -1.325 -1.767 -2.764 -0.807
C 0.667 2.301 -1.976 0.013
I 0.787 4.742 -0.232 0.016
H -5.162 -4.790 2.381 0.334
C 3.310 1.205 1.786 0.117
C 0.918 3.658 -2.016 -0.162
H -6.506 -3.904 1.647 0.340
Se 0.233 4.722 6.548 0.121
O -0.212 -3.173 2.124 -0.777
C -5.577 -4.435 1.435 -1.489
N -0.989 4.027 5.438 -0.896
H -2.967 3.107 3.949 0.513
H -1.380 -3.562 -0.406 0.363
C 1.283 4.335 -3.194 -0.616
N 1.977 -1.484 0.012 0.534
C 1.392 3.647 -4.358 0.690
O -0.455 -0.894 -0.653 -0.168
O 4.095 -0.043 -2.325 -0.772
C -2.776 -1.948 -0.655 -0.335
C -0.958 2.651 3.429 0.167
N 1.625 4.035 5.654 -0.902
C -4.052 -1.477 -0.409 -0.355
H 3.844 -2.788 -2.431 0.585
C 1.180 2.248 -4.397 0.197
C -0.329 3.371 4.528 0.876
C 2.806 -1.558 -1.026 0.364
C -4.594 -3.550 0.710 1.160
H -3.910 1.814 1.997 0.501
C 3.164 -2.756 -1.590 -1.067
C -3.295 -4.001 0.460 -0.811
C 3.313 2.601 3.730 -0.331
C 1.944 2.650 3.674 -0.044
H 5.096 1.793 2.780 0.446
O 2.571 0.738 -0.850 -0.490
```

Output
2S+1: 2
LUMO energy (spin up / spin down), eV: 1.7 / 1.9
Kohn-Sham gap (spin up / spin down), Eh: 0.1696 / 0.2782
Energy, a.u.: -6758.8193
Maximum force, eV/Å: 2.043
Charge: -1